No. 1
162
Properties=species:S:1:pos:R:3:mulliken_charge:R:1 method="wB97M-V/def2-TZVPD" charge=+1 de_lowest_kcal_mol=0.0
C 5.7234 -5.5338 6.5929 -0.72
C 2.6699 -11.0175 5.3825 -0.73
H 0.6451 -6.9143 10.8322 0.44
C -2.6153 -9.2717 4.9386 0.70
H 7.1249 1.6236 2.3926 0.37
C -6.5742 1.1237 2.4587 -1.71
C 3.3851 2.5977 1.1671 1.63
H -1.6964 -6.1338 11.1354 0.39
C 1.9645 -8.5610 4.2492 0.67
H -2.6266 -6.9090 2.4668 0.51
C -0.8058 2.6727 -0.2763 -0.65
C -2.5693 -11.2686 6.3836 -0.94
C -1.8135 -5.0607 4.3999 0.97
C 2.0160 -0.9174 1.5086 -0.87
C -3.2315 2.7503 1.6785 1.20
C -0.9538 -4.4932 8.2359 -0.64
C 3.0406 4.0514 0.9924 -1.74
H 2.6892 -7.0653 6.7877 0.44
C 3.2722 -10.6004 4.1928 -0.90
H -1.9634 -0.3602 -0.6710 0.41
H -1.5014 -1.0165 0.8983 0.00
H 5.9480 -3.9151 1.8614 0.43
C -2.4608 -2.0325 4.0166 0.30
C 0.4788 -7.5229 2.0178 1.41
C 0.3601 -4.9634 8.0487 0.63
H 4.3621 -7.4247 3.7771 0.43
H 1.0872 2.5203 -1.2954 0.33
C 4.1995 -6.4975 3.2304 -0.59
C 5.2884 -5.7084 2.8688 -1.00
C -0.8356 -6.9251 0.0638 -0.89
H -1.6676 4.1789 2.1539 0.35
H -0.9724 -10.2834 0.6253 0.47
H -3.5772 -3.4420 5.2318 0.74
C -2.5069 -8.4066 6.0633 -0.56
C -3.4131 -1.5544 6.2241 -0.43
H -1.9463 -11.2150 3.1282 0.26
H 6.2947 -6.0166 3.1502 0.43
C -2.3613 -0.6740 0.3061 -1.21
C 0.9367 -0.0200 5.9705 -0.74
H 3.6522 -3.2820 1.1349 0.68
H -7.2869 1.7899 1.9536 0.39
C 2.7044 -4.8765 2.2283 -0.33
H 0.4420 0.0684 8.0740 0.38
H 2.0380 4.2922 1.3700 0.38
H 3.3646 -9.0684 2.6763 0.58
H 6.6322 0.0564 3.0763 0.33
C 2.9902 -4.9256 6.6463 0.69
H 7.0407 0.1805 1.3691 0.29
H 0.1044 0.3289 1.9391 -0.10
C -2.6894 4.1438 1.7658 -2.23
H 4.0166 -11.2263 3.7048 0.43
C -2.2888 -7.0521 5.8763 -0.48
H -2.9244 -9.3151 2.7959 0.47
Pd 0.2201 -5.7280 4.8207 0.72
C 3.8033 -4.1447 1.7812 -0.76
C -3.4315 0.1202 8.5352 -1.02
C 0.0114 1.1209 1.1893 0.52
C 1.2080 -2.2325 5.0351 0.02
C 5.0947 -4.5265 2.1499 -0.96
H -2.7285 4.6646 0.7958 0.37
H -2.3203 -12.3280 6.2386 0.28
C 4.7121 2.3138 1.5273 -0.87
C 1.1933 -0.8530 4.8811 0.34
H 5.1097 -7.5982 6.7290 0.42
H 1.0180 3.7346 -0.0369 0.32
C -0.0189 -6.5552 1.1328 -0.10
C 6.5577 0.7103 2.2017 -1.57
C -2.4664 1.6396 1.2656 0.14
H 1.9609 -6.1650 8.8543 0.44
C 1.3627 -8.9807 5.4476 -0.73
P 1.4455 -7.0255 3.4670 0.64
C 4.1748 0.0225 1.9374 -1.08
C -1.6894 -4.9202 9.3454 -0.52
C -3.1835 -2.4260 5.1772 -0.80
C -2.1022 -0.6614 3.9246 0.56
C -2.5447 -7.3158 3.4741 -0.52
C 2.8960 -6.0925 2.9060 1.49
C -2.0891 -2.9441 2.9793 -0.79
C 1.7197 -10.2088 6.0074 -0.82
H -1.8347 -10.8166 7.0696 0.30
P 1.2196 -4.5800 6.5037 1.11
C 0.7531 -1.9542 7.4042 -0.49
H 2.9550 -11.9729 5.8304 0.41
H -1.8703 -4.4822 5.3240 -0.67
H 1.2532 -10.5244 6.9392 0.46
C 2.4570 1.5398 1.0559 -0.70
C -4.4488 0.2613 1.3743 -1.09
H 5.4230 3.1380 1.5782 0.29
N -2.9787 0.6022 7.2417 0.16
N -2.5282 -10.6271 5.0799 0.20
H -1.9337 -4.9489 2.2667 -0.03
C 5.1244 1.0236 1.8895 0.41
H -1.1984 -6.1657 -0.6304 0.43
H 0.6088 -8.3514 5.9215 0.33
H -1.2803 1.8482 7.1015 0.30
H 3.1403 4.3798 -0.0520 0.35
H -6.6288 1.3576 3.5311 0.33
H 2.3661 -1.7501 2.1191 -0.62
C -1.9612 -4.3192 3.1566 -1.40
C 1.0302 -2.7919 6.3117 -0.02
H -1.8207 -8.5550 -0.9596 0.37
H 1.3857 -0.4273 3.8958 -0.08
C -2.7317 -8.6722 3.6582 -0.62
H -2.3738 -12.5205 4.2540 0.28
C 0.6850 -0.5752 7.2285 -0.93
H -1.5861 -0.3210 3.0129 -0.31
H -3.3325 4.7270 2.4448 0.48
C 2.9163 -9.3795 3.6192 -0.26
H 0.2317 -5.5079 1.2701 0.42
H -3.6579 -11.5317 3.5268 0.35
H -2.1230 -6.4098 6.7440 0.31
C 4.7802 -6.5599 6.6878 -0.96
C 0.1135 -8.8688 1.8355 -0.50
H -2.7118 -4.5696 9.4868 0.48
C 2.8338 0.2149 1.4913 1.80
H -2.7304 -0.6075 8.9767 0.30
C -2.9096 -0.2269 6.1693 0.67
H -4.4171 -0.3532 8.4451 0.34
H -6.9113 0.0934 2.3165 0.37
H 3.6107 -2.8624 6.5130 0.41
C -5.1789 1.3121 1.9382 0.58
H -3.5741 -11.2059 6.8460 0.31
H 3.7419 4.6577 1.5781 0.44
H -4.9299 -0.7083 1.2190 0.32
H 0.9233 1.0635 5.8398 0.48
C 0.6857 2.7356 -0.3015 -0.61
C 3.9436 -3.8975 6.5518 -0.80
C 5.3015 -4.2051 6.5268 -0.76
H -2.5971 2.4262 8.1569 0.32
H 0.4752 -9.6277 2.5266 0.29
H -1.2726 3.6455 -0.1669 0.35
C -1.1154 -5.7957 10.2740 -0.86
C -1.1826 -8.2647 -0.1206 -0.69
H 1.3062 -1.1439 0.7148 0.44
H -3.9558 -1.9046 7.1020 0.34
H -1.3949 -3.7835 7.5328 0.45
H 6.7878 -5.7709 6.5629 0.42
C -2.3691 1.9236 7.2131 -0.94
C 0.9351 -5.8319 8.9905 -0.91
H 4.4541 -0.9760 2.2856 0.32
H -2.0298 1.2623 4.8199 0.38
H -1.9131 -2.5211 1.9940 0.24
C -0.7051 -9.2338 0.7676 -0.75
C -2.2087 -6.4786 4.5704 0.70
H 1.3682 -2.8865 4.1762 -0.25
C 3.4210 -6.2592 6.7221 0.02
N 1.1120 1.7355 0.6794 0.10
C -2.3295 0.2251 4.9479 -0.69
H -5.1416 3.4178 2.3981 0.42
C -4.5672 2.5635 2.0280 -0.94
H 1.6964 -4.5015 2.0573 -0.29
C -2.6352 -11.5092 3.9327 -0.95
H -3.0306 -1.5309 0.1451 0.49
H -2.7698 2.5289 6.3938 0.30
H -2.5426 -8.8247 7.0699 0.47
H 0.5969 -2.3814 8.3938 0.65
H -3.5143 0.9740 9.2141 0.33
C -3.1078 0.4189 0.9970 1.47
H 6.0382 -3.4049 6.4544 0.44
H -1.2289 2.1839 -1.1657 0.13
C 0.1975 -6.2399 10.1022 -0.63
N -1.0987 1.8305 0.8863 0.50



No. 2
294
Properties=species:S:1:pos:R:3:mulliken_charge:R:1 method="wB97M-V/def2-TZVPD" charge=0
O 1.4328 5.4144 2.0831 -0.11
H -8.7291 1.3184 3.6129 -0.35
H -3.2110 -0.6268 9.8486 0.48
C -7.5165 -2.6249 3.5687 0.61
H -4.9434 -1.5273 -7.5944 0.24
H 4.0753 1.5208 -0.6029 0.29
H -4.2360 -5.5266 6.1247 0.22
C -2.2577 2.0460 3.2192 -1.41
O 0.1518 1.9769 -8.1131 -0.32
C -3.0575 -0.2342 -7.2748 0.48
H -2.1653 -5.1044 9.3237 0.24
H -0.7281 -0.0573 2.9434 0.19
O -4.3195 5.0830 6.2836 -0.05
H -2.1363 -0.0576 1.8704 0.16
H -3.4782 6.5352 7.3379 0.17
O 1.1101 3.8691 -7.4118 -0.32
H 0.6568 1.6973 -4.0263 -0.12
H 4.6290 5.9449 -4.3549 0.60
O 3.0644 6.5899 2.8215 -0.37
H -0.6603 4.8144 -7.4374 0.35
H 2.5434 5.8252 -5.6170 0.40
H -1.9071 -1.5892 4.5002 0.17
H 2.7038 -1.4907 10.2587 0.46
C -1.5876 -4.0361 -2.4225 0.51
H 0.6289 0.5756 0.7272 0.41
H -4.8686 2.7785 5.0522 -0.03
H -3.6067 -0.8801 8.2124 0.41
H 2.3318 7.1562 4.7034 0.30
H 7.1474 4.2568 -11.3706 0.36
C 0.1483 -2.9470 -5.7755 2.09
C -0.1384 0.4811 -1.5626 0.89
C 2.4224 5.3403 -4.6483 -0.04
H 4.0646 -1.1871 -3.4185 -0.43
O 3.7042 -2.9622 9.2356 -0.34
H 3.8059 2.3061 -4.7453 0.08
H 4.1668 2.5329 -12.9985 0.30
O -7.3579 -3.3555 4.5401 -0.62
H -6.8885 3.5790 3.1158 0.24
H -2.1830 -2.6474 7.7862 0.48
C -1.6747 -3.3941 1.3534 -1.26
O 4.1059 0.4794 -11.1685 -0.44
H 0.3392 3.6567 -3.7614 -0.82
H -3.2567 1.7798 2.8738 0.47
O -3.1521 -5.0688 7.6779 -0.22
C 4.7372 -0.2316 -0.1541 -0.02
C -0.3101 -3.1550 5.8665 -0.21
O -5.1374 -0.2072 -6.1444 -0.37
H 0.3614 -5.9938 -3.4970 0.21
H -8.6244 -1.8078 1.0252 0.25
C -5.5706 4.7106 5.7500 -0.44
O -9.4564 3.1640 4.0255 -0.34
H 2.7343 -1.3377 8.6879 0.33
H -3.1151 2.9969 8.3877 0.38
C -2.7708 -0.9571 8.9077 -0.90
H -4.6688 3.9297 3.8660 0.36
H 1.4711 -3.5568 6.8045 0.39
H 2.9372 -4.5794 10.3808 0.33
H 0.2281 -3.7327 -5.0242 -0.54
C -2.0510 -3.7369 -0.9423 -0.78
H -3.8081 0.8595 -2.8430 -0.22
H 0.8650 4.9930 9.8867 0.31
H -6.2267 4.3477 6.5411 0.32
C 0.7467 5.9796 7.2782 0.49
Br 2.4928 -2.4646 3.7053 0.00
H 3.6115 -3.3341 -2.4990 0.17
C 6.1256 -0.7938 -0.4251 -0.54
N 4.5086 0.7935 -1.1537 -0.47
N -1.0718 0.5276 -0.4466 0.69
C 3.8034 0.2532 4.1338 -0.46
H -5.4033 -0.4788 -3.6223 0.10
O 1.7372 5.7599 8.1348 -0.30
H 7.4519 -8.2600 1.7311 0.33
H 6.8553 -0.1618 0.0810 0.30
C -1.5661 0.0053 8.5911 0.13
O -1.3345 1.7587 2.1369 0.28
C 6.3257 -2.4080 1.3428 -0.22
H -4.3624 -3.0627 8.7014 0.30
H -1.3662 1.3516 0.0578 0.02
H 1.4773 4.0763 -2.4309 0.26
O 2.4530 2.3281 -8.3596 -0.43
C -3.4723 -3.2686 9.2959 -0.59
H 8.0318 6.6872 -11.8632 0.29
H -6.8333 1.6002 5.3627 0.44
H 5.3273 0.1320 -3.3487 0.50
O -1.6569 -2.8518 6.0626 -0.34
H -0.5223 4.0669 -5.9563 -0.02
H 3.3393 1.5577 -2.6464 -0.31
O 3.7950 0.2355 -4.7391 -0.12
C 6.9090 -7.3671 2.0411 -0.79
C 3.3138 -0.1786 -10.1892 -0.34
H 4.0406 7.2222 -1.3034 0.14
H -2.0555 -3.3441 4.1317 0.12
C 2.5618 -2.1456 9.3990 -0.77
H 3.2436 -1.2522 -10.3641 0.28
H 0.3690 -7.0011 -7.3911 0.27
O 6.1357 -2.1143 -0.0520 -0.29
O -1.0626 -3.8103 0.0793 -0.01
H 0.6543 -8.0488 -6.0331 0.38
H 5.2874 1.3857 -5.2480 0.39
N 4.5491 3.3078 -12.4755 -0.36
C -10.6427 2.8358 3.2153 -0.77
H -4.9277 5.9293 8.1466 0.33
C 0.7003 4.4449 -3.1007 1.28
O -7.4227 1.5356 -0.8683 -0.64
H -1.9202 1.5609 4.1351 0.41
O 2.4499 -4.9854 -1.6056 -0.36
H 1.1368 -4.5151 0.0131 -0.29
H 0.3656 0.6816 -5.5178 0.13
C -5.2569 -0.6392 -2.5542 0.23
H 2.2958 0.1317 -10.4248 0.25
H 2.6216 4.2870 -4.8456 -0.35
H -2.2918 -4.2439 1.6448 0.61
H -1.0556 1.1975 -4.6017 0.45
C -4.4396 -5.4008 7.1881 -0.75
H 4.5431 -4.6005 9.7372 0.26
H 3.7174 -5.3921 0.7399 0.06
H 9.2925 6.4621 -13.1955 0.23
H -3.7798 -5.3332 9.7859 0.43
H 0.1211 -2.2143 5.5240 0.04
H 0.8259 4.8622 3.9746 0.18
H -2.0386 2.4424 7.1187 0.22
O -6.4136 -0.4592 -1.7259 -0.45
H 6.2456 -0.8843 -1.5047 0.28
O 0.6606 6.8609 6.4994 -0.51
O -0.3878 5.1869 7.5413 -0.15
H 6.0055 5.3829 -11.9390 0.32
H -2.1653 -2.4237 1.4285 0.40
H -0.3187 -1.4869 -2.2637 -0.78
O 3.4383 7.1771 -3.2086 -0.39
C -2.6506 2.1098 7.9571 -0.80
C 4.9756 1.4587 -10.7267 -0.51
C 3.6518 -7.9217 0.1106 -0.58
H -0.1624 -3.9353 5.1199 0.37
H -3.9570 -1.9233 -6.1172 0.11
H -2.9172 -4.3704 -0.7517 0.37
H 5.7920 3.8941 -14.1353 0.40
C 2.9833 -0.8418 4.8002 -0.98
C 5.8352 3.6443 -13.0751 -0.54
H -4.8908 -6.2953 7.6174 0.31
C -2.2566 -2.5573 4.8588 -0.65
H 4.1840 0.9560 4.8750 0.44
C 0.7815 -7.0242 -6.3824 -0.90
O -0.7338 3.9188 -1.0868 -0.12
C -4.4918 6.1681 7.1766 -0.89
C -0.5437 -0.4823 -2.6219 -0.09
H -1.3434 2.1364 -6.7699 -0.51
H 4.7998 3.6296 -10.2740 0.34
C 1.3245 4.7101 8.9396 -0.56
H 5.2154 1.4086 -9.6646 0.30
C -3.1715 -4.7577 9.0882 -0.71
H -0.9037 -3.2677 2.1135 0.33
H -2.4200 3.0232 3.6740 0.39
Br 2.4855 1.2450 2.9730 -0.07
H -6.9323 -2.3875 0.6740 0.26
H 1.8369 -6.7576 -6.3275 0.28
H -3.4918 -0.0855 -1.4931 -0.69
H 7.2507 -7.3568 3.0761 0.29
H 0.7159 -2.2011 10.2286 0.33
C -0.9301 2.6390 -7.6443 0.74
H -10.6080 2.0074 2.5078 0.25
H 3.4046 2.7944 -10.6244 0.23
H 3.3901 -7.5067 -0.8627 0.16
H 4.2479 -3.6732 11.1587 0.30
C 2.6817 -5.7308 0.7691 -0.61
O 7.7439 5.1887 -13.0764 -0.37
O 0.0602 -0.2968 -3.9027 0.40
H 2.6540 0.0786 -1.8480 -0.17
C 1.3509 2.7196 -8.0339 0.58
H -1.2439 4.9014 0.6894 0.00
C 4.4321 2.8823 -10.9773 -0.53
N -2.0853 -5.3846 -2.7937 -0.48
H -2.0930 -4.8583 -4.7323 -0.01
H 5.8841 1.2250 -11.2817 0.39
O 2.8595 6.4325 0.5907 -0.64
H -0.6871 -2.4298 8.5307 0.29
H 0.1026 1.4717 -1.9482 -0.45
H -2.4722 -2.7323 -0.9062 0.12
C 0.0985 4.1370 8.3141 -0.16
C 2.3584 6.3457 3.9751 -0.28
H -0.7912 -0.2973 9.2954 -0.04
H -1.6896 2.7543 -8.4176 0.36
O -1.7741 -2.8014 -8.6517 -0.67
H -2.3832 5.1208 -0.6962 0.42
C 3.5472 0.5710 -2.2325 1.50
H 4.7776 0.0900 0.8866 0.13
C 2.4240 6.1608 1.7435 0.51
H -6.1374 5.5401 5.3272 0.34
O -7.3886 -1.3595 3.5231 -0.30
H 0.2951 3.2613 7.6956 0.25
C -0.3429 0.0884 0.8068 -0.65
H -8.3020 -0.2089 2.0468 0.03
O 5.5144 -7.7312 1.8401 -0.33
C -0.4566 4.9152 -2.1385 -1.26
H 5.8389 -1.6889 2.0017 -0.16
N 0.2794 -2.5160 8.2506 0.15
H 7.3957 -2.2103 1.4058 0.39
C -1.1414 0.3599 2.0251 -0.67
H -0.5497 3.8737 9.1500 0.22
H 2.1342 -2.7818 -6.8053 0.38
C -0.2904 3.8844 -7.0056 -0.34
H 6.0439 -3.3972 1.7036 0.16
C -4.3324 0.3422 -2.0395 1.16
H -4.9349 -1.6656 -2.3788 0.18
H -2.4139 -6.5404 -4.6990 0.52
H 3.4979 0.1211 -9.1575 0.01
C 1.0706 5.7469 3.3868 -0.12
C 3.4087 -3.8816 -1.5786 -0.61
C 0.4507 -3.5459 7.1877 -1.20
H 3.5445 -1.3429 5.5889 0.54
C 4.2691 -0.1166 -3.4307 -0.86
C -4.7543 1.0434 -6.3762 0.59
C 1.1315 -3.1928 -6.9223 -0.15
H 3.0011 -3.2454 -0.7929 0.34
H 0.2194 6.4261 3.4348 0.21
H 2.0344 -0.5220 5.2310 0.33
H 1.0638 -6.0367 -0.6505 0.63
H -7.5987 3.0575 5.8338 0.20
H 2.1400 -5.3516 1.6356 0.46
H -0.0938 5.7969 -1.6103 0.46
H -2.1753 -3.4489 -3.1281 0.04
N 2.8716 -7.1067 1.0657 -0.35
H -3.6194 -2.9666 10.3329 0.44
H 3.7760 1.3290 -6.2529 -0.15
H 1.0632 -3.8162 9.6698 0.34
H 6.5693 2.8392 -13.1086 0.24
H 4.7066 -0.1224 3.6529 0.21
O -1.9290 1.3583 8.9965 -0.51
H 0.8717 0.1959 -1.2685 -0.47
C 5.1572 -7.6527 0.4524 -0.27
H 9.2145 5.2268 -11.9281 0.28
C 1.1327 -2.7641 9.3935 -0.58
H -5.1348 -4.5805 7.3667 0.33
H 4.3166 -4.2903 -1.1350 0.21
O -3.5788 1.0866 -7.1282 -0.31
H -2.8183 -0.5196 -8.2992 0.38
C 0.0101 0.9799 -4.5315 -0.65
C -0.9039 -2.8691 -7.7745 0.57
H 4.5096 8.5859 -2.4072 0.24
H 2.8527 5.5455 4.5260 0.25
H -1.2873 -0.0336 7.5380 0.11
H 3.9346 -0.9640 -0.0668 0.03
C 6.7126 4.6342 -12.2961 -0.49
H 0.2507 -4.5104 7.6544 0.35
C 8.6496 6.0028 -12.4446 -0.66
H -0.0650 -0.9630 0.7332 0.05
H -0.4152 -7.3219 -4.0347 0.50
H 1.3365 6.3788 -3.3918 0.46
C -4.2864 -1.1498 -6.8109 -0.08
H -6.5592 -0.3268 1.8778 0.17
H 3.8188 5.0335 -3.0674 0.23
H -5.0409 7.0013 6.7380 0.39
C -0.3066 -6.2733 -4.3117 -0.57
C 3.8053 -3.9454 10.2005 -0.72
C 4.4373 7.5060 -2.2782 -0.58
H -3.4789 1.6059 7.4591 0.41
O 0.0270 -6.0028 -5.6425 -0.18
C -7.4432 -0.8517 2.2401 0.06
H 3.5289 -9.0048 0.1156 0.37
C -5.3663 3.6658 4.6609 -0.48
C 4.1981 1.4246 -5.2525 -0.23
N -2.4512 -2.4033 8.7289 -0.19
C -1.7056 4.4387 -0.1828 -0.53
H -11.0115 3.8029 2.8734 0.29
H -1.6223 -0.4385 -2.7727 -0.02
H -2.3723 3.6500 0.1659 0.14
H -0.5151 -3.8843 -2.5439 0.07
H 1.9921 3.8934 9.2142 0.39
C -7.6442 -2.0583 1.4309 -0.22
H -1.3237 5.1357 -2.7611 0.42
N -6.5855 3.1856 3.9953 -0.02
C 3.7049 5.8456 -3.7855 -0.72
C 1.8023 -5.2783 -0.3905 -0.07
H 3.1156 -7.3806 2.0068 0.32
O -7.8704 -3.0747 2.3630 -0.37
N 1.1752 5.5781 -3.9858 -0.43
H -2.1852 -0.6107 -6.7404 -0.43
H 1.4704 -4.2250 -6.8339 -0.12
C -8.8439 2.0232 4.4364 0.25
O -5.2384 1.3536 -1.4361 -0.37
C -6.4634 0.8974 -1.3132 0.64
H -9.3205 1.5529 5.2965 0.33
H -3.3289 -2.4802 5.0391 0.42
H 5.3897 6.9759 -2.2850 0.36
O 0.4454 -2.8074 -8.0495 -0.36
O -1.1014 -2.8876 -6.4561 -0.06
O -5.3182 2.0740 -6.0154 -0.59
H 0.3710 -1.9266 -5.4636 -1.07
C -7.4064 2.4353 4.9597 -0.71
H -2.9178 -5.8089 -2.4104 0.27
H -11.3675 2.5993 3.9943 0.34
H 5.2234 -6.6023 0.1691 0.15
H 5.7435 -8.3365 -0.1614 0.40
H 7.2202 -6.4712 1.5039 0.29
C -1.7890 -5.7784 -4.2332 -0.49



So what do the calculations give for DFT total energy? Going down the list: -3972.7650, -11608.3770 Ha.
So what do the calculations give for frontier orbital gap? Going down the list: 3.174, 7.696 eV.